# 1
The following is a quantum chemistry calculation of a single C4H6O2S molecule at a distorted geometry, from OMol25.

The geometry in XYZ format:
```
13
Properties=species:S:1:pos:R:3:forces:R:3:mulliken_charge:R:1
C -0.245 1.162 0.063 -0.754 -0.373 -2.329 -0.646
C 1.004 1.467 0.204 2.251 0.940 -0.142 -0.162
C -0.550 -0.113 -0.618 2.596 -1.670 -2.575 0.353
C -0.998 -1.186 0.300 -0.969 0.975 -0.895 -1.153
O 1.977 -0.653 1.191 0.177 -1.569 2.153 -0.512
O 0.965 -0.691 -1.140 -1.378 1.897 1.657 -0.437
S 2.075 -0.077 -0.110 -1.091 2.051 -2.212 0.456
H -1.002 1.894 -0.020 -0.902 0.762 0.697 0.365
H 1.335 2.507 0.445 0.115 -1.301 0.056 0.378
H -1.072 -0.059 -1.696 0.987 0.002 2.761 0.283
H -0.608 -1.151 1.290 0.343 0.247 0.557 0.322
H -0.848 -2.114 -0.148 0.298 -1.650 -0.605 0.357
H -2.035 -0.985 0.239 -1.672 -0.313 0.877 0.395
```
Forces are in eV/Å.

Properties
Electronic energy ... -704.5769 Eh
Gap between HOMO and LUMO ... 10.0128 eV
Energy relative to the best compared isomer or geometry (same formula, charge and spin) ... 269.44 kJ/mol

# 2
The following is a quantum chemistry calculation of a molecular structure, C26H44BCl3N2O6P2SV at a distorted geometry, from OMol25.

The geometry in XYZ format:
```
86
Properties=species:S:1:pos:R:3:forces:R:3:lowdin_spin:R:1
V 1.174 0.679 0.552 0.979 -0.617 -0.470 1.955
C -2.071 -0.539 -4.335 0.007 -0.073 -0.043 0.000
C -1.424 0.480 -3.397 -0.103 0.136 0.028 0.001
C -2.298 0.558 -2.131 -0.017 0.018 0.009 0.000
C -1.452 1.873 -4.037 0.022 0.008 -0.063 0.000
P 0.319 0.155 -2.769 0.050 -0.033 0.240 0.002
C 0.239 -1.656 -2.357 -0.084 -0.009 -0.060 -0.001
N -0.285 -1.847 -1.015 0.114 0.127 0.221 -0.008
B -0.033 -1.044 0.173 -0.533 -0.301 -0.136 -0.040
N -0.677 -1.798 1.236 0.242 0.130 -0.076 -0.003
C -0.601 -1.494 2.639 -0.015 0.078 0.011 0.005
P 0.132 0.206 2.825 -0.291 -0.200 0.031 0.013
C 1.258 0.001 4.306 0.085 0.105 0.007 -0.005
C 1.897 1.354 4.641 -0.013 0.011 0.014 0.001
C 2.397 -0.939 3.881 -0.038 -0.025 0.038 0.000
C 0.597 -0.588 5.554 -0.061 -0.013 0.034 -0.002
C -1.394 1.230 3.199 0.001 0.133 -0.123 0.004
C -2.354 0.961 2.025 -0.058 -0.045 -0.012 0.001
C -2.137 0.916 4.498 0.019 -0.036 0.060 0.000
C -1.045 2.723 3.181 0.038 0.033 0.005 0.000
C -1.194 -2.980 0.737 -0.017 0.063 0.040 -0.002
C -1.855 -4.014 1.369 -0.048 -0.108 -0.002 0.001
C -2.281 -5.099 0.596 0.016 0.050 0.084 0.001
C -2.041 -5.133 -0.768 0.050 0.065 -0.067 0.001
C -1.368 -4.087 -1.408 -0.042 -0.106 0.005 0.001
C -0.947 -3.010 -0.652 -0.029 0.064 -0.090 -0.002
C 1.535 0.216 -4.211 -0.003 0.129 -0.034 0.001
C 2.003 1.681 -4.278 -0.038 0.010 -0.024 0.000
C 2.766 -0.634 -3.872 0.002 -0.054 -0.056 0.000
C 1.032 -0.214 -5.587 -0.043 -0.071 -0.062 0.000
H -3.058 -0.167 -4.632 -0.002 -0.002 0.007 0.000
H -2.235 -1.497 -3.836 0.025 -0.002 0.012 0.000
H -1.503 -0.723 -5.246 0.022 0.032 0.016 0.000
H -3.320 0.817 -2.428 -0.007 -0.004 0.016 0.000
H -1.938 1.327 -1.446 0.023 0.012 -0.014 0.000
H -2.329 -0.393 -1.597 -0.005 -0.030 -0.008 0.000
H -2.492 2.160 -4.224 0.003 -0.001 0.002 0.000
H -0.922 1.910 -4.990 -0.034 -0.022 0.010 0.000
H -1.019 2.624 -3.373 -0.004 -0.011 0.034 0.000
H 1.243 -2.077 -2.417 0.055 0.029 -0.026 0.000
H -0.388 -2.193 -3.073 0.031 -0.025 0.000 0.000
H 0.029 -2.214 3.168 0.025 -0.030 -0.002 0.000
H -1.593 -1.527 3.104 0.017 -0.021 0.048 0.000
H 2.401 1.784 3.772 -0.006 -0.029 -0.024 0.001
H 2.651 1.200 5.418 0.003 0.014 -0.008 0.000
H 1.175 2.075 5.022 -0.048 0.008 0.018 0.000
H 2.907 -0.597 2.986 0.025 0.041 -0.030 0.000
H 2.056 -1.961 3.715 -0.018 -0.018 -0.027 0.000
H 3.120 -0.957 4.702 0.012 -0.050 -0.011 0.000
H -0.001 0.138 6.100 -0.060 0.046 -0.033 0.000
H 1.388 -0.932 6.228 -0.022 0.015 0.020 0.000
H -0.034 -1.451 5.331 0.028 0.002 -0.017 0.000
H -2.812 -0.028 2.095 -0.006 0.005 -0.013 0.000
H -1.870 1.041 1.052 0.044 0.059 0.025 0.000
H -3.152 1.708 2.062 -0.028 -0.031 0.003 0.000
H -2.273 -0.153 4.671 0.009 -0.005 -0.026 0.000
H -3.131 1.369 4.438 0.002 -0.001 0.025 0.000
H -1.640 1.343 5.367 0.073 -0.007 0.031 0.000
H -0.623 3.029 2.227 -0.006 -0.058 0.003 0.001
H -0.341 3.002 3.963 0.004 -0.014 0.060 0.000
H -1.963 3.298 3.339 0.009 0.010 -0.009 0.000
H -2.032 -3.987 2.437 -0.004 -0.010 0.000 0.000
H -2.797 -5.923 1.073 -0.003 0.001 -0.001 0.000
H -2.371 -5.984 -1.350 -0.003 -0.003 0.003 0.000
H -1.172 -4.131 -2.472 -0.006 -0.021 -0.001 0.000
H 2.474 1.978 -3.341 0.021 -0.037 0.043 0.000
H 1.180 2.370 -4.471 0.028 -0.016 -0.018 0.000
H 2.735 1.789 -5.086 -0.004 0.015 0.009 0.000
H 3.127 -0.467 -2.860 -0.010 0.054 0.123 0.000
H 3.570 -0.359 -4.562 0.001 -0.019 0.003 0.000
H 2.573 -1.700 -4.007 -0.003 -0.010 -0.005 0.000
H 0.225 0.416 -5.962 0.013 0.003 0.030 0.000
H 0.688 -1.251 -5.591 -0.003 0.002 0.028 0.000
H 1.861 -0.143 -6.301 -0.003 -0.003 -0.005 0.000
O 3.794 0.785 1.398 0.213 -0.082 -0.164 0.002
S 3.559 -0.093 0.231 -0.700 0.361 0.382 0.006
O 2.843 0.767 -0.801 0.067 -0.240 0.164 0.019
O 2.387 -0.989 0.689 0.064 0.202 -0.092 -0.006
O 4.665 -0.854 -0.266 0.144 0.133 -0.114 0.002
Cl 2.374 3.560 0.918 -0.007 -0.083 0.060 0.007
C 1.090 4.328 -0.006 -0.162 0.060 -0.122 0.001
Cl 1.729 4.815 -1.592 0.011 0.037 0.035 0.000
Cl 0.502 5.757 0.878 0.025 -0.002 -0.034 0.001
C -0.141 3.377 -0.293 0.190 -0.326 0.061 0.008
O -1.114 3.866 -0.817 -0.012 0.091 -0.028 0.011
O 0.026 2.163 0.062 -0.217 0.510 0.050 0.023
```
Forces are in eV/Å.

Properties
Electronic energy ... -5008.6696 Eh
⟨S²⟩ ... 2.036
Charge ... -1
2S+1 ... 3
Gap between HOMO and LUMO (spin up / spin down) ... 7.6420 / 7.6267 eV
Energy relative to the best compared isomer or geometry (same formula, charge and spin) ... 49.63 kJ/mol

# 3
The following is a quantum chemistry calculation of a molecular structure, C38H35ClCrN2Si2 at a distorted geometry, from OMol25.

The geometry in XYZ format:
```
79
Properties=species:S:1:pos:R:3:forces:R:3:lowdin_spin:R:1
C 1.279 -0.005 -1.281 0.168 0.922 -0.774 -0.004
C 0.502 -0.833 -2.143 -0.324 0.868 -0.822 -0.005
C -0.112 0.017 -3.135 0.752 0.020 0.784 -0.008
H 0.519 -1.923 -2.174 -0.137 0.369 0.103 0.001
C 0.251 1.381 -2.816 -0.063 -0.766 0.177 -0.014
C 1.147 1.347 -1.703 0.379 -1.074 -0.423 0.046
H 1.773 2.176 -1.361 -0.524 -0.244 0.086 0.004
H 1.978 -0.358 -0.521 -0.432 0.118 -0.089 0.000
H -0.604 -0.326 -4.041 0.025 0.142 0.286 0.000
H 0.029 2.254 -3.426 0.034 -0.260 0.172 0.000
Cr -1.507 0.387 -1.318 3.113 -0.342 -0.591 2.935
Si -5.142 -0.611 2.151 -0.264 0.287 -2.186 0.000
C -4.972 -2.122 1.057 -0.017 -0.034 -0.092 0.000
C -5.850 -3.202 1.200 0.026 0.013 0.024 0.000
H -6.630 -3.157 1.966 0.190 -0.122 -0.256 0.000
C -5.756 -4.311 0.363 0.142 -0.031 -0.122 0.000
H -6.452 -5.136 0.479 0.087 0.083 0.004 0.000
C -4.788 -4.356 -0.644 -0.217 0.196 0.239 0.000
H -4.736 -5.208 -1.322 -0.015 0.202 0.188 0.000
C -3.915 -3.280 -0.795 0.024 -0.361 -0.178 0.000
H -3.190 -3.293 -1.612 -0.106 -0.019 0.211 0.000
C -3.992 -2.190 0.055 -0.110 0.407 0.246 0.003
H -3.318 -1.338 -0.082 -0.445 -0.451 0.074 0.003
C -3.304 0.837 -0.860 -0.595 0.037 1.711 -0.021
C -2.924 0.160 -2.795 3.063 0.317 -1.393 -0.019
H -3.001 -0.885 -3.134 -0.904 0.593 0.077 0.009
C -3.161 1.290 -3.656 1.679 -0.738 -0.873 -0.006
H -3.436 1.119 -4.709 0.099 0.138 0.496 0.001
C -2.765 2.604 -3.241 -0.059 0.189 -0.205 0.007
H -2.388 3.293 -3.998 -0.494 -0.129 0.052 0.000
C -2.968 3.063 -1.968 0.315 0.434 1.271 0.001
H -2.764 4.103 -1.714 -0.250 -0.026 -0.373 0.000
C -3.604 2.230 -0.967 2.123 1.408 -0.906 0.003
H -4.160 2.737 -0.168 -0.338 -0.541 -0.486 0.000
H -4.357 0.500 1.535 -0.055 -0.222 0.334 0.000
Si -4.495 0.873 -2.182 -8.592 -0.987 0.470 0.009
C -5.892 2.126 -2.716 0.968 0.464 0.235 0.004
C -6.549 1.909 -3.931 -0.371 0.154 -0.176 0.000
H -6.344 1.006 -4.516 -0.046 0.350 0.174 0.000
C -7.510 2.819 -4.393 0.339 -0.102 0.467 0.000
H -8.020 2.625 -5.336 0.109 0.111 0.210 0.000
C -7.804 3.961 -3.636 0.183 -0.179 -0.006 0.000
H -8.532 4.681 -3.998 0.102 -0.119 0.041 0.000
C -7.167 4.172 -2.413 0.056 -0.367 0.038 0.000
H -7.383 5.051 -1.805 -0.079 -0.241 -0.215 0.000
C -6.230 3.243 -1.943 -0.274 0.366 -0.297 0.000
H -5.775 3.413 -0.966 -0.244 0.037 -0.457 0.000
C -5.741 -0.563 -2.314 1.183 0.156 -0.513 0.003
C -5.598 -1.535 -3.302 -0.596 -0.634 0.244 0.000
H -4.802 -1.468 -4.048 -0.166 -0.164 0.232 0.000
C -6.498 -2.611 -3.342 0.088 0.197 -0.202 0.000
H -6.362 -3.397 -4.093 -0.168 0.302 0.287 0.000
C -7.546 -2.674 -2.423 0.085 -0.031 0.048 0.000
H -8.235 -3.522 -2.438 0.221 0.279 -0.022 0.000
C -7.717 -1.660 -1.475 0.204 0.226 -0.062 0.000
H -8.539 -1.700 -0.755 0.254 -0.006 -0.300 0.000
C -6.818 -0.588 -1.441 -0.492 -0.417 0.194 0.000
H -6.974 0.234 -0.734 0.059 -0.355 -0.122 0.000
H -4.768 -0.914 3.451 0.587 -0.271 1.866 0.000
Cl -7.095 0.053 2.249 -0.039 -0.068 -0.040 0.000
N -0.964 1.959 0.075 -0.578 1.187 0.654 0.017
C -0.289 1.471 1.246 0.261 0.585 0.464 0.003
C 0.394 2.300 2.119 -0.443 -0.751 -0.546 0.002
C 1.095 1.716 3.191 0.016 -0.804 0.353 -0.001
C 1.077 0.339 3.387 0.067 0.330 0.160 0.001
C 0.352 -0.526 2.519 -0.104 0.814 -0.557 -0.001
C 0.387 -1.936 2.566 -0.279 -0.289 -0.365 0.008
C -0.235 -2.670 1.569 0.383 -0.219 0.505 -0.001
C -0.855 -2.015 0.500 -0.287 1.513 0.250 0.013
N -0.931 -0.675 0.435 -0.431 -1.254 0.697 -0.002
C -0.359 0.076 1.440 0.574 -0.713 -0.369 0.003
H -1.848 2.380 0.389 0.181 -0.392 -0.093 0.001
H -0.482 2.765 -0.326 0.336 -0.422 -0.029 0.003
H 0.381 3.381 1.951 0.160 -0.368 0.091 0.000
H 1.659 2.355 3.864 -0.077 -0.182 -0.074 0.000
H 1.644 -0.120 4.205 -0.222 0.309 -0.300 0.000
H 0.938 -2.413 3.372 -0.160 -0.070 -0.118 0.000
H -0.243 -3.763 1.566 0.136 0.409 0.113 0.000
H -1.315 -2.579 -0.314 0.224 0.231 0.304 0.003
```
Forces are in eV/Å.

Properties
Electronic energy ... -3661.7744 Eh
⟨S²⟩ ... 3.849
Charge ... +1
2S+1 ... 4
Gap between HOMO and LUMO (spin up / spin down) ... 6.0645 / 6.4256 eV